[1]
{"formula": "C4H11N2O2", "method": "the ωB97M-V functional and the def2-TZVPD basis", "lumo_ev": -3.33, "gap_ha": 0.4222, "homo_ev": -14.8, "spin_multiplicity": 1, "smiles": "C[C@H](O)[C@@H]([NH3+])C(N)=O", "charge": 1, "de_lowest_kj_mol": 81.7, "species": ["C", "C", "O", "C", "N", "C", "N", "O", "H", "H", "H", "H", "H", "H", "H", "H", "H", "H", "H"], "coordinates": [[1.444897, 0.394481, -1.642110], [0.300842, -0.350920, -0.896844], [-0.822879, -0.492910, -1.736494], [-0.095286, 0.339909, 0.419493], [-1.358748, 1.170440, 0.087646], [-0.466943, -0.360062, 1.693649], [0.498183, -1.148965, 2.233332], [-1.544302, -0.177223, 2.217960], [2.333133, -0.231962, -1.704340], [1.743527, 1.263218, -1.086392], [1.235888, 0.636466, -2.680512], [0.665443, -1.354793, -0.610442], [-1.020373, -1.434200, -1.835959], [0.701984, 1.083696, 0.567881], [-1.813207, 1.420081, 0.970241], [-2.077173, 0.570417, -0.327902], [-1.131209, 1.964364, -0.503141], [1.199078, -1.665798, 1.725036], [0.207139, -1.626248, 3.108907]], "forces_ev_per_angstrom": [[0.03, -0.74, 0.28], [1.03, -1.23, -0.34], [-0.38, -0.48, 0.09], [-0.93, 2.39, -1.36], [0.34, -0.56, 0.80], [0.83, -1.55, 0.41], [-0.75, -0.73, 1.24], [-0.13, 0.46, -0.03], [0.01, -0.14, 0.18], [0.17, 0.66, -0.02], [-0.53, 0.14, 0.12], [-0.05, 0.33, -0.19], [-0.08, 0.25, -0.16], [-0.37, -0.26, 0.65], [0.32, 0.42, 0.32], [0.44, -0.02, -0.68], [-0.27, 0.06, -0.12], [0.05, 0.45, -0.28], [0.28, 0.56, -0.92]]}


[2]
{"formula": "C4H11N2O2", "method": "the ωB97M-V functional and the def2-TZVPD basis", "lumo_ev": [-4.37, -9.24], "gap_ha": [0.3241, 0.2128], "homo_ev": [-13.2, -15.0], "spin_multiplicity": 3, "s_squared": 2.018, "charge": 1, "de_lowest_kj_mol": 384.1, "species": ["C", "C", "C", "C", "N", "N", "O", "O", "H", "H", "H", "H", "H", "H", "H", "H", "H", "H", "H"], "coordinates": [[-1.628458, 0.910143, -0.311147], [-0.226550, -1.049097, -0.977925], [-0.498567, -0.511332, 1.351465], [1.329544, 1.119108, 0.055837], [2.072900, -0.061135, -0.128080], [-0.495119, 0.010971, 0.058952], [2.350338, -0.727268, 0.893690], [2.368707, -0.380297, -1.267948], [-1.650340, 1.943509, 0.189418], [-1.636717, 1.147711, -1.341679], [-2.536079, 0.326575, -0.029991], [0.604082, -0.873935, -1.757682], [-0.186804, -2.056231, -0.570067], [-1.059922, -1.233261, -1.642137], [-1.242363, -1.385337, 1.349125], [0.507966, -0.772847, 1.718201], [-0.849225, 0.269079, 2.049442], [1.312642, 1.435878, 1.095627], [1.463960, 1.887757, -0.735106]], "forces_ev_per_angstrom": [[-0.13, 0.87, 1.74], [-0.14, -0.09, -1.50], [-1.14, -0.22, 2.59], [3.24, 0.86, 0.33], [-0.55, 2.35, -1.39], [-2.27, -1.77, -3.41], [0.55, -0.31, 0.34], [1.00, -0.52, 0.14], [0.35, -1.79, -0.06], [0.18, -0.28, -1.17], [0.40, 0.61, -0.22], [-1.10, 0.07, 1.71], [0.96, 0.23, 0.75], [-0.90, 0.92, -0.08], [1.18, 0.91, 0.40], [-0.64, -0.45, -0.37], [-0.15, -0.41, -0.23], [-0.60, -0.07, -0.06], [-0.22, -0.91, 0.50]]}


[3]
{"formula": "C4H11N2O2", "method": "the ωB97M-V functional and the def2-TZVPD basis", "lumo_ev": [-8.09, -12.80], "gap_ha": [0.4011, 0.2267], "homo_ev": [-19.0, -19.0], "spin_multiplicity": 2, "s_squared": 0.755, "charge": 2, "de_lowest_kj_mol": 63.2, "species": ["C", "O", "C", "C", "C", "N", "O", "N", "H", "H", "H", "H", "H", "H", "H", "H", "H", "H", "H"], "coordinates": [[-1.392622, -0.076519, -0.563800], [-1.982473, -0.707709, -1.667996], [0.023980, -0.700350, -0.479777], [0.969166, 0.157277, 0.440440], [0.322228, 0.882235, 1.633823], [0.918386, 0.833001, 2.782215], [-0.730203, 1.552560, 1.467667], [0.563834, -0.684309, -1.859182], [-1.291280, 1.000972, -0.782574], [-1.934743, -0.209083, 0.363609], [-2.847762, -0.348787, -1.910657], [-0.069041, -1.676698, -0.058581], [1.665222, -0.516518, 0.919027], [1.424603, 0.911379, -0.187813], [0.607691, 1.431864, 3.548372], [1.767120, 0.316877, 2.982755], [-0.031686, -1.273829, -2.463161], [1.479931, -1.145287, -1.895836], [0.537658, 0.252933, -2.268537]], "forces_ev_per_angstrom": [[0.28, 0.07, -1.03], [0.00, -0.21, -0.03], [-0.96, 2.26, 1.37], [-1.31, -0.82, -0.44], [0.87, -0.52, -0.02], [-0.11, 0.61, 0.82], [-0.25, 0.29, -0.27], [0.08, -1.48, -0.19], [0.04, 0.07, 0.26], [-0.15, -0.22, 0.20], [0.03, -0.03, 0.19], [0.19, -0.97, -0.36], [0.64, 0.07, -0.13], [0.49, 0.37, 0.23], [-0.15, -0.16, -0.06], [0.02, -0.12, -0.40], [-0.32, 0.22, 0.14], [0.22, 0.56, -0.22], [0.37, 0.00, -0.07]]}


[4]
{"formula": "C4H11N2OPS", "method": "the ωB97M-V functional and the def2-TZVPD basis", "lumo_ev": 0.43, "gap_ha": 0.3659, "homo_ev": -9.5, "spin_multiplicity": 1, "smiles": "O=PNN1CCCC1.S", "de_lowest_kj_mol": 220.5, "species": ["O", "P", "N", "N", "C", "C", "C", "C", "H", "H", "H", "H", "H", "H", "H", "H", "H", "S", "H", "H"], "coordinates": [[3.748659, -1.582041, 1.198768], [2.525903, -0.863548, 1.564428], [1.493732, -0.982712, 0.305505], [0.352756, -0.309178, 0.131725], [-0.884841, -1.090505, -0.233118], [-1.879211, -0.049640, -0.430540], [-1.036707, 1.125705, -1.063024], [0.371381, 0.638893, -1.079170], [1.775280, -1.488966, -0.572715], [-1.084791, -1.866431, 0.502178], [-0.549554, -1.427224, -1.192349], [-2.364792, 0.216602, 0.424338], [-2.598994, -0.406039, -1.066324], [-1.345973, 1.367683, -2.063229], [-1.234207, 2.008717, -0.352916], [0.704327, 0.135091, -1.969651], [1.054336, 1.384370, -0.830949], [4.843504, 1.068341, -0.933841], [4.658117, 0.334344, 0.078346], [4.343561, 0.054277, -1.812247]], "forces_ev_per_angstrom": [[0.76, -0.48, -0.22], [-0.42, 0.65, 1.03], [1.01, -1.99, -2.53], [-2.54, 2.45, -0.63], [2.84, -0.41, 1.22], [1.79, 1.05, -1.68], [-1.69, 0.81, 1.36], [-0.15, -0.97, 2.94], [0.29, 0.12, 1.07], [-0.03, -0.09, -0.17], [-0.55, -1.52, -0.87], [-1.05, 0.96, 2.53], [-1.93, -0.70, -1.83], [-0.45, 0.30, -0.32], [0.81, -1.03, -1.38], [-0.05, -0.51, -0.60], [1.32, 1.37, 0.13], [-0.40, 0.10, -3.21], [-0.25, -1.50, 1.96], [0.71, 1.39, 1.21]]}


[5]
{"formula": "C4H11N2OS", "method": "the ωB97M-V functional and the def2-TZVPD basis", "lumo_ev": -3.14, "gap_ha": 0.3645, "homo_ev": -13.1, "spin_multiplicity": 1, "smiles": "NC/C(O)=[NH+]\\CCS", "charge": 1, "de_lowest_kj_mol": 102.1, "species": ["N", "C", "C", "O", "N", "C", "C", "S", "H", "H", "H", "H", "H", "H", "H", "H", "H", "H", "H"], "coordinates": [[0.456616, 0.060681, 2.938572], [-0.255633, -0.228685, 1.724256], [0.133462, 0.895141, 0.693441], [0.874163, 1.925625, 1.003295], [-0.235073, 0.943443, -0.542680], [-1.006165, 0.124237, -1.533849], [-0.010438, -0.590176, -2.419120], [1.397648, -1.559989, -1.664189], [-0.213344, 0.098246, 3.685740], [1.205161, -0.606466, 3.064687], [0.031579, -1.100329, 1.151635], [-1.353466, -0.205529, 1.728312], [1.029621, 2.098981, 1.929462], [0.258038, 1.676480, -1.047082], [-1.697417, -0.534413, -1.022554], [-1.545524, 0.871474, -2.121463], [-0.543009, -1.188361, -3.160583], [0.636025, 0.130032, -2.923798], [0.837757, -2.810392, -1.484085]], "forces_ev_per_angstrom": [[-0.65, -0.22, -0.59], [0.46, 2.05, -2.09], [-0.57, -0.13, 0.74], [-0.09, -0.11, -0.82], [-0.05, 0.13, -1.49], [0.89, 0.11, 1.24], [1.03, -0.79, -0.22], [-1.17, -0.58, 0.25], [0.37, -0.22, 0.65], [-0.15, 0.04, 0.54], [0.20, -0.68, 0.31], [0.23, -0.07, 0.58], [0.07, -0.71, 1.07], [-0.18, 0.27, 0.21], [-0.08, -0.09, 0.06], [-0.16, -0.27, 0.08], [0.21, 0.09, 0.00], [-0.51, 0.23, -0.35], [0.15, 0.97, -0.17]]}


[6]
{"formula": "C4H11N2OSi", "method": "the ωB97M-V functional and the def2-TZVPD basis", "lumo_ev": -3.55, "gap_ha": 0.3269, "homo_ev": -12.4, "spin_multiplicity": 1, "charge": 1, "de_lowest_kj_mol": 294.5, "species": ["C", "C", "C", "C", "N", "N", "O", "Si", "H", "H", "H", "H", "H", "H", "H", "H", "H", "H", "H"], "coordinates": [[-1.721707, 0.060468, 0.169277], [-3.087368, 0.452290, -0.195924], [1.658376, -1.821176, -0.986271], [2.486928, 1.405106, 1.225058], [-1.440556, -0.788091, 1.175143], [-0.549741, 0.319549, -0.476556], [-0.188374, -1.371611, 1.186470], [0.919468, -0.584596, 0.172919], [-3.865599, -0.123322, 0.293950], [-3.160674, 0.334133, -1.308598], [-3.150961, 1.632855, -0.022159], [1.332914, -1.507887, -1.958785], [2.783152, -1.854939, -1.092129], [1.288413, -2.880751, -0.965111], [3.540372, 1.156898, 1.361040], [2.452539, 2.063878, 0.432535], [1.959668, 1.405902, 2.140894], [-2.143569, -1.359080, 1.490072], [-0.594450, 0.889683, -1.394794]], "forces_ev_per_angstrom": [[3.62, -1.70, 0.00], [0.28, 2.96, -1.09], [1.08, -1.15, -0.38], [0.08, -3.85, -0.36], [0.86, 1.99, -1.59], [-1.33, 1.35, -2.18], [-0.49, 0.19, 0.49], [1.24, 2.04, 0.76], [0.03, 0.22, 0.19], [-0.11, 0.01, 0.94], [-0.26, -2.59, -0.15], [-0.28, 0.47, -0.86], [-1.21, 0.21, 0.58], [0.20, 0.96, 0.59], [-0.28, -0.71, 0.02], [-1.01, 1.73, -1.18], [-0.71, 0.77, 0.52], [-1.74, -1.77, 1.39], [0.04, -1.13, 2.32]]}